Entry 1:
Molecular formula: C6H5F7N
Method: DFT, ωB97M-V with the def2-TZVPD basis set

Results
**Total charge**: +1
**HOMO energy (spin up / spin down)**: -15.69 / -14.74 eV
**M**: 224.10 g mol⁻¹
**Frontier orbital gap (spin up / spin down)**: 9.03 / 7.24 eV
**Maximum force**: 0.1050 hartree/bohr

CARTESIAN COORDINATES (ANGSTROEM)
1 C -2.084 -1.227 0.222
2 C 1.421 0.173 0.248
3 C 0.416 0.890 0.514
4 C -2.805 1.107 -0.135
5 C 2.889 0.666 -0.062
6 C 1.432 -1.367 -0.232
7 N -1.967 -0.011 0.096
8 F 0.054 2.066 0.893
9 F 3.185 0.589 -1.315
10 F 3.840 0.022 0.560
11 F 2.881 1.888 0.413
12 F 2.570 -1.741 -0.705
13 F 0.458 -1.584 -1.183
14 F 1.041 -2.094 0.796
15 H -3.129 -1.632 0.196
16 H -1.231 -1.884 0.056
17 H -3.730 1.041 0.454
18 H -3.153 1.251 -1.160
19 H -2.087 1.846 0.343

Atomic forces in eV per Å
-1.58 -1.66 -1.08
3.00 -3.67 -2.59
-2.81 1.64 0.46
0.48 1.14 1.98
-0.75 0.64 1.94
-3.09 1.26 0.03
2.48 0.58 -0.45
0.43 -1.44 -0.50
-0.52 0.63 -1.70
0.22 -0.96 1.16
0.45 1.87 -0.23
0.34 -0.41 -0.03
1.00 0.52 0.23
0.44 -0.60 0.70
0.81 0.00 0.24
-0.17 -0.05 0.84
0.27 -0.02 0.27
0.92 0.03 -0.09
-1.92 0.50 -1.17

natural (NBO) analysis output, partial charges in e: 0.0359 -0.4036 0.7402 -0.4679 1.0150 1.0177 -0.2310 -0.2103 -0.2671 -0.2792 -0.3017 -0.2536 -0.3309 -0.2974 0.2223 0.2493 0.2503 0.2668 0.2453

***

Entry 2:
Molecular formula: C29H41Cl2N5OP2Pt
Method: DFT, ωB97M-V with the def2-TZVPD basis set

Results
**Total charge**: +2
**HOMO energy**: -11.59 eV
**Energy relative to the best compared isomer or geometry (same formula, charge and spin)**: 2.5249 eV
**M**: 803.61 g mol⁻¹
**Frontier orbital gap**: 5.64 eV
**Maximum force**: 0.0659 hartree/bohr

CARTESIAN COORDINATES (ANGSTROEM)
1 Pt 0.207 -0.068 0.266
2 C -2.169 2.239 0.046
3 P -0.631 2.137 1.026
4 C -1.361 1.515 2.587
5 N -2.408 2.131 3.057
6 C -3.080 1.639 4.111
7 C -4.269 2.226 4.570
8 C -4.978 1.620 5.577
9 C -4.520 0.437 6.177
10 C -3.348 -0.147 5.774
11 C -2.611 0.433 4.730
12 N -1.505 -0.154 4.256
13 C -0.889 0.336 3.213
14 P 0.406 -0.702 2.477
15 C -0.100 -2.321 3.141
16 C 2.022 -0.279 3.354
17 C 2.897 -1.530 3.408
18 C 2.707 0.762 2.475
19 C 1.761 0.267 4.752
20 C -0.225 3.956 1.452
21 C 0.593 3.998 2.741
22 C -1.485 4.792 1.629
23 C 0.610 4.467 0.278
24 H -2.963 2.699 0.634
25 H -2.454 1.221 -0.223
26 H -1.997 2.798 -0.871
27 H -4.613 3.134 4.100
28 H -5.906 2.052 5.915
29 H -5.105 -0.022 6.959
30 H -2.977 -1.058 6.218
31 H 0.590 -3.103 2.835
32 H -1.095 -2.546 2.758
33 H -0.144 -2.266 4.228
34 H 2.968 -2.006 2.430
35 H 2.519 -2.250 4.127
36 H 3.903 -1.256 3.718
37 H 2.966 0.313 1.515
38 H 3.609 1.130 2.957
39 H 2.039 1.600 2.290
40 H 1.114 -0.398 5.319
41 H 1.289 1.246 4.710
42 H 2.700 0.363 5.292
43 H 0.027 3.585 3.573
44 H 0.848 5.027 2.988
45 H 1.525 3.446 2.639
46 H -2.167 4.321 2.333
47 H -1.998 4.955 0.686
48 H -1.215 5.767 2.031
49 H 1.536 3.897 0.197
50 H 0.859 5.519 0.413
51 H 0.062 4.364 -0.657
52 Cl -1.042 1.237 -4.488
53 C -0.512 -0.315 -3.997
54 C -0.372 -1.332 -4.933
55 C 0.034 -2.600 -4.563
56 Cl 0.212 -3.811 -5.766
57 C 0.296 -2.907 -3.201
58 C 0.637 -4.185 -2.721
59 C 0.830 -4.371 -1.373
60 C 0.728 -3.271 -0.518
61 N 0.450 -2.059 -0.946
62 C 0.198 -1.856 -2.252
63 C -0.215 -0.515 -2.621
64 O -0.319 0.409 -1.766
65 H -0.593 -1.126 -5.969
66 H 0.723 -5.004 -3.415
67 H 1.068 -5.341 -0.969
68 H 0.865 -3.385 0.547
69 N 6.229 1.798 -1.279
70 C 5.040 1.034 -0.797
71 C 3.751 1.423 -1.583
72 N 2.699 0.467 -1.489
73 H 7.097 1.466 -0.838
74 H 6.125 2.801 -1.072
75 H 6.321 1.691 -2.299
76 H 4.916 1.217 0.271
77 H 5.234 -0.030 -0.948
78 H 4.013 1.523 -2.643
79 H 3.377 2.383 -1.221
80 H 2.216 0.414 -0.584
81 H 2.942 -0.452 -1.829

Atomic forces in eV per Å
-0.74 -0.71 -1.57
0.24 -0.11 -0.25
-1.35 -1.24 0.34
0.12 -0.25 0.31
-0.34 0.68 -0.26
0.44 -0.99 0.33
-0.42 0.09 0.26
0.15 0.50 -0.43
0.45 -0.47 0.04
-0.28 -0.06 0.31
-0.28 0.93 -0.43
0.36 -0.67 0.23
-0.44 0.18 0.15
0.29 0.68 0.14
0.12 -0.02 -0.68
-0.11 -0.08 -0.51
-0.17 0.00 -0.03
-0.10 -0.02 0.01
-0.17 -0.07 -0.11
1.10 -0.20 -0.29
-0.02 -0.25 -0.03
-0.35 -0.39 -0.08
-0.04 -0.09 -0.03
0.16 0.05 0.03
0.01 0.10 -0.05
-0.02 -0.02 -0.10
-0.06 0.09 -0.05
-0.09 0.09 0.02
-0.04 -0.02 0.09
0.00 -0.08 0.07
0.04 -0.06 -0.01
0.01 -0.04 0.05
0.04 0.10 -0.07
0.05 -0.11 -0.08
-0.03 -0.16 0.06
0.11 0.06 0.05
0.07 0.06 -0.06
0.16 0.06 0.13
0.12 0.09 -0.06
-0.07 -0.04 0.14
-0.06 0.09 0.04
0.14 0.01 0.02
0.01 0.01 0.14
-0.04 0.09 -0.06
0.10 0.01 0.06
-0.07 0.10 -0.03
-0.10 0.01 -0.11
0.22 0.04 -0.03
0.13 0.01 -0.05
-0.01 0.06 0.04
0.01 0.07 -0.14
-0.07 0.26 -0.10
0.40 -0.19 1.61
0.21 -0.82 0.05
-0.15 0.59 0.30
0.02 -0.27 -0.21
-0.05 0.25 -0.34
0.01 0.09 0.32
0.01 0.12 -0.34
0.10 -0.11 0.40
-0.15 1.31 1.80
-0.49 1.16 -1.16
0.24 -2.04 -2.38
0.02 1.69 2.94
-0.01 0.01 -0.09
0.00 -0.12 -0.07
0.01 -0.09 0.06
0.08 -0.04 0.06
0.33 0.20 -0.10
-1.01 -0.37 0.04
0.51 -0.03 0.10
-0.05 -0.16 0.39
-0.20 0.18 -0.17
0.13 -0.23 -0.13
0.07 0.11 0.28
0.17 0.02 -0.07
0.16 0.13 -0.02
0.02 0.18 0.04
0.10 0.07 -0.14
0.47 0.09 -0.51
-0.07 -0.10 0.00

Mulliken analysis output, partial charges in e: 2.4460 -1.5721 0.5474 -0.6426 0.1978 0.2964 -0.5251 -0.6248 -0.5659 -0.6135 0.2651 -0.0740 0.0973 0.3409 -1.6837 2.4788 -1.9800 -1.5934 -1.8365 1.5329 -1.5329 -1.6405 -1.7783 0.5352 0.5308 0.3658 0.4999 0.4244 0.4220 0.4977 0.4484 0.4571 0.4575 0.3537 0.4117 0.4950 0.1280 0.7863 -0.5164 0.3385 0.2822 0.5507 0.3409 0.5708 0.2531 0.2564 0.3579 0.5150 0.2640 0.4745 0.4259 -0.2043 0.3858 -0.6162 0.6976 -0.2311 -0.2940 -0.6166 -1.0880 0.1161 -0.5547 0.5044 -0.2195 -0.7545 0.4898 0.4589 0.4410 0.1458 -0.1958 -0.5458 -0.8423 0.0058 0.3669 0.3681 0.3689 0.3000 0.3496 0.6330 0.2137 -0.4059 0.2569

***

Entry 3:
Molecular formula: C2H9NPS
Method: DFT, ωB97M-V with the def2-TZVPD basis set

Results
**Total charge**: +1
**HOMO energy**: -15.32 eV
**Energy relative to the best compared isomer or geometry (same formula, charge and spin)**: 0.1379 eV
**M**: 110.14 g mol⁻¹
**Frontier orbital gap**: 11.33 eV
**Maximum force**: 0.0176 hartree/bohr

CARTESIAN COORDINATES (ANGSTROEM)
1 C 1.607 -0.734 -0.217
2 C 1.110 0.616 0.246
3 N -0.316 0.909 -0.061
4 P -1.461 -0.065 0.624
5 S -3.081 -0.299 -0.639
6 H 2.677 -0.793 -0.108
7 H 1.348 -0.857 -1.262
8 H 1.177 -1.563 0.331
9 H 1.316 0.793 1.291
10 H 1.675 1.358 -0.296
11 H -0.464 0.925 -1.064
12 H -1.900 0.517 1.810
13 H -1.008 -1.343 0.955
14 H -2.681 0.537 -1.609

Atomic forces in eV per Å
-0.56 -0.02 -0.03
0.55 0.16 -0.21
-0.25 -0.87 0.00
-0.24 0.63 -0.57
-0.17 -0.32 0.24
0.35 0.00 0.01
0.12 -0.16 -0.33
-0.07 -0.23 0.19
-0.21 0.06 0.41
0.05 0.47 -0.05
0.12 0.24 -0.06
0.06 -0.07 0.14
0.00 -0.06 0.11
0.24 0.17 0.15

natural (NBO) analysis output, partial charges in e: -0.6321 -0.2327 -0.9021 1.1359 -0.1439 0.2548 0.2148 0.2036 0.2192 0.2356 0.4142 0.0255 0.0183 0.1888

***

Entry 4:
Molecular formula: C24H19N3NaO3S3
Method: DFT, ωB97M-V with the def2-TZVPD basis set

Results
**Total charge**: -1
**HOMO energy**: -4.44 eV
**Energy relative to the best compared isomer or geometry (same formula, charge and spin)**: 0.3079 eV
**M**: 516.63 g mol⁻¹
**Frontier orbital gap**: 6.52 eV
**Maximum force**: 0.0488 hartree/bohr

CARTESIAN COORDINATES (ANGSTROEM)
1 Na -15.368 5.750 6.861
2 S -16.494 3.931 8.901
3 C -14.807 3.982 9.173
4 N -13.856 4.427 8.394
5 C -12.560 4.409 8.940
6 C -11.390 4.816 8.371
7 C -10.171 4.704 9.035
8 C -10.135 4.201 10.307
9 C -11.325 3.739 10.882
10 C -12.498 3.786 10.165
11 S -14.097 3.305 10.631
12 H -11.462 5.257 7.388
13 H -9.380 4.956 8.377
14 H -9.197 4.153 10.883
15 H -11.339 3.454 11.950
16 C -19.140 7.734 6.703
17 C -18.779 8.638 5.733
18 C -17.879 8.178 4.790
19 C -17.516 6.852 4.784
20 N -17.869 5.944 5.677
21 C -18.613 6.419 6.663
22 C -16.414 6.471 3.845
23 C -16.568 6.646 2.449
24 C -15.471 6.303 1.684
25 C -14.345 5.804 2.301
26 C -14.294 5.690 3.677
27 N -15.288 6.017 4.479
28 H -19.549 7.995 7.652
29 H -19.019 9.685 5.858
30 H -17.384 8.879 4.140
31 H -18.848 5.673 7.470
32 H -17.502 6.839 1.937
33 H -15.565 6.331 0.654
34 H -13.442 5.559 1.681
35 H -13.363 5.405 4.206
36 C -12.367 6.680 13.018
37 C -12.670 7.158 11.600
38 C -13.912 6.764 11.096
39 C -14.373 7.197 9.840
40 C -13.536 7.940 9.080
41 C -12.283 8.239 9.546
42 C -11.867 7.938 10.811
43 S -14.269 8.424 7.439
44 O -15.584 7.779 7.477
45 O -14.234 9.848 7.390
46 O -13.528 7.746 6.360
47 H -12.459 7.473 13.725
48 H -11.406 6.242 13.129
49 H -13.058 5.885 13.260
50 H -14.558 6.112 11.784
51 H -15.330 6.863 9.444
52 H -11.615 8.838 8.929
53 H -10.922 8.407 11.268

Atomic forces in eV per Å
0.18 -0.64 0.05
0.39 0.14 -0.04
0.86 -0.33 -0.16
0.30 1.12 -1.03
-2.00 -0.88 -0.49
0.26 0.65 -0.81
-1.45 0.00 -1.40
0.36 -0.49 1.21
0.70 0.11 1.22
-0.47 -0.11 1.22
-0.18 -0.42 1.10
0.23 0.09 -0.18
1.31 0.35 0.29
-0.52 0.00 -0.33
0.08 -0.14 -0.76
1.04 -1.49 0.58
0.38 -0.19 0.72
-0.52 0.65 -0.28
1.40 0.15 -0.98
-0.16 0.21 0.58
-1.27 -0.52 0.70
-0.27 -0.07 0.18
0.82 -0.88 1.18
-0.16 -0.46 1.61
1.56 -0.02 -1.13
1.33 0.08 0.67
-1.86 0.38 -1.54
-0.80 0.45 0.20
-0.08 0.03 -0.26
-0.02 -0.03 -0.34
0.25 0.99 -0.74
-0.12 0.44 0.51
0.12 0.16 -1.99
-0.98 0.13 0.78
-0.59 -0.04 -0.54
-0.39 0.08 -1.19
-1.31 -1.18 1.13
-1.06 -0.55 0.75
-0.52 -1.55 1.75
-0.72 0.21 -2.00
1.12 1.76 -1.20
1.83 0.80 1.35
1.17 -2.18 -0.42
-0.91 1.03 0.58
-0.18 1.27 0.10
0.58 0.35 0.67
-0.13 0.63 0.64
1.18 -0.22 -0.09
-0.36 -0.08 0.21
0.85 1.01 -1.36
0.14 0.23 0.35
-0.18 -0.05 -0.04
-1.27 -0.99 -1.04

natural (NBO) analysis output, partial charges in e: 0.8707 -0.4069 -0.0692 -0.5972 0.1158 -0.2077 -0.2395 -0.2280 -0.2315 -0.2195 0.3198 0.2229 0.2084 0.2022 0.2075 -0.2597 -0.1560 -0.2288 0.1485 -0.4259 0.0664 0.2072 -0.2552 -0.1646 -0.2679 0.0635 -0.4260 0.2190 0.2169 0.2229 0.2123 0.2228 0.2026 0.2160 0.2105 -0.6238 -0.0268 -0.2100 -0.2365 -0.2274 -0.2286 -0.2148 2.3962 -1.0819 -0.9897 -1.0423 0.2057 0.2080 0.2130 0.2132 0.2570 0.2168 0.2002